79
Properties=species:S:1:pos:R:3:forces:R:3 method="wB97M-V/def2-TZVPD" spin_multiplicity=5 energy_ha=-2662.24292 total_charge=+1 e_above_lowest_kcal_mol=19.1 s_squared=6.06 gap_ev="6.54 / 5.28"
Pt 1.1538 0.5517 0.5566 -0.325 -0.578 0.085
N 4.5340 -0.7174 3.0933 0.031 0.046 -0.024
C 3.6189 -0.0557 2.3886 -0.003 -0.079 0.044
S 3.6581 -0.0402 0.6968 0.006 0.067 0.041
N 2.7045 0.5873 3.1755 0.009 0.013 -0.170
N 1.8080 1.2695 2.5012 -0.073 0.155 0.141
C 1.0263 2.0434 3.2604 0.118 -0.033 -0.083
C 0.1684 3.0280 2.7891 -0.105 0.044 0.000
C -0.5605 3.7851 3.7632 0.037 -0.041 -0.032
C -1.3139 4.8517 3.4090 -0.024 0.043 -0.049
C -1.3626 5.2489 2.0404 -0.017 0.004 0.060
C -0.6919 4.5664 1.0765 0.039 -0.037 0.003
C 0.0739 3.3993 1.3925 0.026 0.037 0.032
O 0.6359 2.7524 0.4508 0.014 0.044 -0.086
H 5.2797 -1.2031 2.6255 -0.012 -0.016 0.013
H 4.5243 -0.6569 4.0990 -0.015 -0.005 0.005
H 1.1483 1.9242 4.3334 0.041 0.001 0.004
H -0.4861 3.4873 4.8018 0.011 -0.017 -0.002
H -1.8573 5.4147 4.1541 -0.008 0.009 -0.012
H -1.9465 6.1182 1.7652 -0.002 0.003 0.008
H -0.7210 4.8778 0.0406 0.002 0.001 -0.004
C 1.8449 0.2949 -4.1056 -0.062 -0.056 0.056
Sb 1.3996 1.1296 -2.2092 0.125 0.374 0.006
C 3.0731 2.4102 -1.9728 0.003 -0.051 -0.010
C -0.1679 2.5344 -2.7255 0.128 -0.117 0.016
C -1.4144 1.8502 -3.1917 0.055 0.054 -0.013
C -1.4816 1.4388 -4.5240 -0.002 -0.008 -0.017
C -2.5878 0.7786 -5.0286 0.000 0.011 0.017
C -3.6669 0.5281 -4.1936 0.003 0.003 0.005
C -3.6196 0.9448 -2.8745 -0.013 -0.001 0.004
C -2.5075 1.6029 -2.3477 -0.023 0.013 0.023
C -2.5295 2.0102 -0.9043 0.039 -0.096 0.035
Sb -1.6538 0.4967 0.3661 0.066 0.134 0.050
C -2.5872 1.0034 2.2100 0.027 -0.025 -0.022
C -2.9114 -1.1225 -0.1874 0.084 -0.019 0.009
H 1.0308 -0.3356 -4.4530 -0.003 -0.001 -0.003
H 2.7496 -0.2962 -3.9971 -0.014 0.020 -0.029
H 2.0016 1.1277 -4.7906 -0.010 -0.009 -0.035
H 3.1440 3.0679 -2.8387 0.007 0.003 -0.001
H 3.9715 1.8001 -1.8993 0.013 0.019 0.001
H 2.9470 2.9886 -1.0608 -0.007 0.008 -0.005
H 0.3012 3.1080 -3.5277 -0.091 0.075 -0.011
H -0.2771 3.1611 -1.8455 -0.067 0.035 -0.029
H -0.6471 1.6598 -5.1802 -0.006 -0.005 -0.007
H -2.6145 0.4770 -6.0669 0.003 0.000 -0.004
H -4.5476 0.0267 -4.5717 -0.004 -0.002 0.001
H -4.4755 0.7734 -2.2318 -0.005 -0.005 -0.003
H -3.5538 2.1278 -0.5481 -0.013 0.032 -0.037
H -1.9923 2.9351 -0.7071 -0.024 0.032 -0.021
H -3.6398 0.7325 2.1394 -0.010 0.017 0.026
H -2.4945 2.0708 2.4029 0.003 0.006 -0.001
H -2.1141 0.4387 3.0108 -0.009 0.000 0.010
H -3.9382 -0.7621 -0.1361 -0.012 -0.024 0.001
H -2.7648 -1.9300 0.5261 -0.001 -0.025 -0.002
H -2.6959 -1.4656 -1.1959 -0.017 0.024 -0.003
C -1.0402 -4.0889 -1.0954 0.034 0.003 0.010
C -0.7707 -4.4381 0.3634 -0.009 -0.039 0.063
C 0.5241 -3.8404 0.9782 -0.031 0.021 -0.129
C 0.7003 -4.3656 2.4080 0.051 0.020 0.047
C 1.9411 -3.8176 3.1038 -0.017 0.008 -0.007
C 1.6800 -4.3150 0.1189 0.038 0.002 0.040
O 2.1322 -5.4293 0.1751 -0.045 -0.012 -0.044
N 2.1646 -3.4065 -0.8098 -0.012 0.023 0.033
C 1.8230 -2.0794 -0.8928 -0.245 -0.046 0.072
O 2.2704 -1.3987 -1.8116 0.193 -0.003 0.059
N 0.9984 -1.5529 0.0651 0.109 -0.075 -0.070
C 0.3771 -2.3255 1.0075 0.090 -0.006 0.067
O -0.3085 -1.7955 1.8735 -0.079 0.031 -0.108
H -2.0104 -4.4826 -1.3969 -0.002 0.009 -0.006
H -0.2932 -4.5242 -1.7603 0.012 -0.010 0.001
H -1.0556 -3.0102 -1.2649 0.021 -0.008 0.004
H -0.6932 -5.5212 0.4728 -0.013 -0.001 0.013
H -1.5949 -4.1067 0.9988 -0.006 0.006 -0.008
H 0.7557 -5.4524 2.3491 -0.007 -0.003 0.004
H -0.1957 -4.1008 2.9691 0.001 -0.005 -0.005
H 2.8516 -4.1172 2.5812 0.010 0.007 -0.009
H 2.0073 -4.2003 4.1215 0.005 -0.008 0.003
H 1.9125 -2.7268 3.1654 0.000 0.003 0.002
H 2.8490 -3.7430 -1.4736 -0.006 0.003 -0.012



14
Properties=species:S:1:pos:R:3:forces:R:3 method="wB97M-V/def2-TZVPD" energy_ha=-2802.37598 total_charge=+1 e_above_lowest_kcal_mol=17.9 gap_ev=10.93
C -0.1256 -0.7424 0.3009 -1.249 2.143 0.378
C 0.6801 1.5462 -0.5237 -0.772 -1.315 0.463
C -1.2223 -1.3589 1.2001 -0.379 -0.487 -1.744
N -0.1106 0.6274 0.3122 -0.850 -2.927 0.600
N 0.5688 -1.4946 -0.5451 0.123 0.824 1.220
Br -0.7955 -3.3176 1.5271 -0.808 1.617 -0.341
H 0.6571 1.4334 -1.5996 -0.102 -0.800 -0.122
H 0.1030 2.3790 -0.3160 -0.122 2.555 0.055
H 1.6538 1.5640 -0.1132 1.149 0.497 0.104
H -2.2035 -1.1042 0.6152 1.525 -1.243 1.169
H -1.2950 -0.9092 2.1837 0.273 0.138 -0.024
H -0.7624 1.0924 1.0029 1.222 -1.014 -1.162
H 0.4195 -2.5059 -0.4254 0.503 0.530 -0.190
H 1.4732 -1.1147 -0.8371 -0.515 -0.518 -0.407



87
Properties=species:S:1:pos:R:3:forces:R:3 method="wB97M-V/def2-TZVPD" energy_ha=-12550.08829 total_charge=+1 gap_ev=8.20
C 3.4448 -2.0305 -0.8045 -0.723 0.106 0.972
C 2.3264 -2.6220 0.1842 0.095 -0.892 -0.016
C 0.8979 -2.8749 -0.4925 0.965 -1.473 -0.206
N 0.3013 -1.6814 -1.1709 -2.142 0.529 1.040
C -0.9822 -1.2677 -0.5962 -2.419 -0.927 0.270
C -2.1963 -2.2236 -0.5758 -0.861 3.044 2.010
C -2.2440 -3.7146 -1.1323 -0.164 0.718 -1.158
C -3.1598 -3.6905 -2.4887 -0.447 -0.608 0.625
F -2.4150 -4.1036 -3.6529 -1.023 0.812 1.980
C -3.5399 -1.6797 0.0555 2.258 1.965 -0.583
C -4.8499 -2.5631 0.1845 0.491 -0.567 3.030
C -4.8684 -3.0933 1.8310 4.016 0.242 0.377
C -3.4299 -2.8131 2.6572 -2.847 -3.786 -1.312
O -3.9467 -4.2465 2.1556 -2.719 3.500 0.456
C -3.5884 -0.1931 0.5836 2.078 -1.654 -1.284
O -4.8341 0.2410 1.0925 2.610 -0.223 -1.440
C -5.4240 1.3093 0.2945 -1.247 1.435 -0.966
C -5.5136 1.0302 -1.2779 -0.591 0.196 -0.358
C -6.5531 -0.1138 -1.7139 0.148 -0.425 -0.815
C -2.2963 0.6397 0.4968 -1.785 -1.707 -0.033
F -2.3287 1.9743 0.9928 0.589 -3.732 -1.587
N -1.0689 0.0951 -0.0614 -2.106 -0.822 0.083
C 0.1767 0.9567 -0.0985 2.147 0.290 0.301
O 0.4636 1.4517 -1.4278 -0.930 0.677 2.656
C 0.7935 2.8696 -1.2863 -0.395 1.629 -2.003
C 0.6964 3.4929 -2.7978 0.277 -0.740 1.131
H 3.5306 -2.7092 -1.7183 -0.017 1.040 1.194
H 4.4406 -1.9990 -0.2204 -1.593 0.016 -1.219
H 3.1133 -0.9755 -1.1028 0.722 -1.447 0.168
H 2.7097 -3.6637 0.5198 -0.787 1.586 -0.441
H 2.1762 -2.0275 1.1521 0.393 -0.549 -1.486
H 0.1922 -3.3168 0.2895 0.845 0.712 -0.982
H 1.0208 -3.6875 -1.3091 -0.079 1.221 1.342
H 0.1386 -1.8373 -2.1774 0.311 0.112 0.698
H -2.7243 -4.4310 -0.3770 0.791 1.262 -0.920
H -1.2408 -4.1474 -1.4551 -1.235 0.837 0.639
H -4.0054 -4.4534 -2.3032 1.311 1.140 -0.766
H -3.6189 -2.6478 -2.6574 0.890 -1.630 -0.033
H -4.8415 -3.5351 -0.4065 -0.043 1.648 0.496
H -5.8274 -1.9816 0.1484 1.598 -0.630 -0.506
H -5.8911 -2.9641 2.4442 2.579 -0.502 -1.463
H -2.4432 -3.0372 2.1377 -1.125 2.037 0.935
H -3.5903 -2.6428 3.7726 0.678 -0.407 -1.659
H -4.9066 2.3190 0.5070 -0.554 -1.696 -0.336
H -6.5135 1.4212 0.6673 1.875 -0.356 -0.393
H -4.5198 0.8023 -1.7920 -1.103 0.439 0.953
H -5.8943 2.0135 -1.7570 0.700 -1.469 0.970
H -7.3604 -0.3416 -0.9402 1.011 0.559 -1.005
H -6.0471 -1.1263 -1.9610 -0.636 1.705 0.512
H -7.0425 0.2117 -2.7109 0.615 -0.559 1.768
H 1.1054 0.3502 0.2187 -1.894 0.422 -0.392
H 0.0920 1.7980 0.6901 -0.347 -1.342 -1.422
H 1.8573 3.0091 -0.8752 -1.664 -0.276 -0.372
H 0.0080 3.4573 -0.6756 1.370 -1.412 -0.668
H 0.0651 2.7871 -3.4407 1.092 1.076 1.091
H 1.7721 3.5451 -3.1800 -1.698 0.220 0.121
H 0.1617 4.4999 -2.7492 1.052 -1.265 -0.189
C -1.5841 0.6571 -5.4074 -0.019 -0.009 -0.415
Cl -1.3212 -0.6273 -6.6050 -0.055 0.256 0.286
Cl -1.2248 0.0362 -3.7826 -0.073 0.092 -0.044
Cl -0.5116 2.0286 -5.7617 -0.295 -0.373 -0.118
Cl -3.2766 1.1933 -5.4750 0.284 -0.089 0.070
C 0.5483 6.4516 0.9877 0.111 0.257 0.110
Cl -0.6588 5.1484 1.0745 0.025 0.250 0.147
Cl -0.2549 8.0178 1.2187 0.152 -0.367 -0.064
Cl 1.7652 6.2156 2.2599 -0.226 -0.014 -0.258
Cl 1.3413 6.4206 -0.6020 -0.155 -0.019 0.227
C 5.3547 3.2448 -1.1601 0.194 0.117 -0.045
Cl 4.7486 1.6783 -0.5781 0.035 0.116 -0.055
Cl 5.4375 3.2252 -2.9342 -0.059 -0.016 0.332
Cl 4.2537 4.5355 -0.6318 0.153 -0.193 -0.064
Cl 6.9744 3.5379 -0.4942 -0.348 -0.087 -0.115
C 1.4844 -0.0044 3.7233 0.244 0.057 0.416
Cl 2.1043 -1.2982 4.7689 -0.155 0.258 -0.302
Cl 2.7977 0.6047 2.6936 -0.228 -0.042 0.060
Cl 0.1763 -0.6428 2.6992 0.010 -0.042 0.253
Cl 0.8550 1.3185 4.7263 0.095 -0.266 -0.279
C 7.4817 -1.6573 2.0471 0.336 -0.090 0.057
Cl 7.7567 -2.9450 0.8544 -0.101 0.240 0.192
Cl 7.8281 -2.2760 3.6771 -0.067 -0.218 -0.466
Cl 8.5517 -0.2825 1.6914 -0.160 -0.412 -0.280
Cl 5.7874 -1.1244 1.9644 0.167 -0.015 0.115
C 8.3614 1.3412 5.8714 -0.021 0.040 0.039
Cl 9.5221 2.5998 5.3978 -0.207 -0.231 0.073
Cl 7.2131 2.0084 7.0520 0.190 -0.108 -0.180
Cl 7.4775 0.7807 4.4357 -0.006 0.618 0.645
Cl 9.2330 -0.0250 6.5997 -0.156 0.216 -0.142



27
Properties=species:S:1:pos:R:3:forces:R:3 method="wB97M-V/def2-TZVPD" energy_ha=-1049.81842 total_charge=-1 e_above_lowest_kcal_mol=52.8 gap_ev=7.12
C -1.4709 2.5070 -0.6041 -2.346 2.633 1.076
C -1.1521 1.6104 -1.4869 1.833 -2.279 -0.772
C -1.1455 2.5625 0.7600 1.521 -0.962 2.945
C -0.1831 1.4930 1.4185 -2.943 -0.371 -0.102
C -0.3677 -0.0228 1.1350 3.069 2.496 -0.285
C 0.0815 -0.2136 -0.2613 1.665 -0.039 -1.489
C -1.8757 -1.7023 -0.8925 -1.564 0.890 1.296
C 2.8059 -1.4021 0.6013 -0.173 0.010 0.279
C -0.3863 -1.5646 -0.8227 2.007 0.722 -1.432
O -1.0710 1.1408 -2.5362 -0.430 -0.264 -1.545
O -1.5270 3.4309 1.5608 -0.221 -0.276 -1.316
O 2.5263 1.0957 0.0140 -0.872 -0.476 0.586
O 2.3464 -0.5252 -1.8134 -1.431 0.143 2.097
S 1.9087 -0.1652 -0.4141 1.473 -0.025 -3.622
H -2.2663 3.2292 -0.9202 0.837 -0.563 0.024
H 0.7975 1.7318 1.1882 1.894 0.636 -0.444
H -0.3649 1.6727 2.4470 0.015 0.316 1.188
H 0.2952 -0.5440 1.8619 -0.977 -0.289 0.106
H -1.3536 -0.3032 1.0477 -2.311 -0.709 1.074
H -2.2717 -1.7929 0.2227 0.239 0.120 -2.525
H -2.1679 -2.5703 -1.4893 -0.055 -0.118 0.367
H -2.3356 -0.7956 -1.4329 0.581 -1.229 1.084
H 3.8897 -1.4026 0.3717 -0.615 0.951 0.161
H 2.5520 -1.0548 1.6157 0.542 -0.673 -0.077
H 2.5781 -2.4520 0.3978 -0.842 0.234 0.152
H 0.0766 -1.7151 -1.8629 -0.557 0.118 1.515
H 0.0812 -2.2478 -0.1058 -0.339 -0.997 -0.340